Here is a structure of composition C13H10BrIrN2OSbSe4 in a non-equilibrium geometry from OMol25. Energies are from ωB97M-V/def2-TZVPD.

Properties
HOMO-LUMO gap (spin up / spin down)   5.869 / 5.867 eV
DFT total energy   -13210.5760 a.u.
HOMO (spin up / spin down)   -4.605 / -4.605 eV
Spin multiplicity   1
Charge   -1

Each line ends with the Löwdin charge.
Element x y z (Å)
Ir (-0.708, -1.069, 0.510)  0.478
O (0.474, 1.881, 5.776)  0.080
C (0.287, 1.264, 4.587)  -0.297
C (1.290, 1.145, 3.631)  0.022
C (1.011, 0.509, 2.441)  -0.139
N (-0.196, -0.013, 2.194)  -0.212
C (-1.150, 0.113, 3.119)  -0.717
Br (-2.794, -0.606, 2.528)  0.801
C (-0.979, 0.739, 4.330)  -0.015
H (1.391, 2.165, 5.851)  0.114
H (2.289, 1.515, 3.814)  0.124
H (1.761, 0.330, 1.681)  0.029
H (-1.776, 0.813, 5.052)  0.122
C (-1.079, 0.693, -0.634)  -0.339
C (-0.799, 0.594, -2.070)  -0.387
C (0.468, 0.915, -2.586)  -0.074
C (0.757, 0.765, -3.924)  -0.036
C (-0.222, 0.293, -4.802)  -0.255
C (-1.495, -0.021, -4.313)  -0.038
C (-1.774, 0.134, -2.974)  -0.058
C (0.070, 0.133, -6.182)  -0.213
N (0.305, 0.002, -7.302)  0.128
H (-2.149, 0.893, -0.484)  0.036
H (-0.485, 1.510, -0.205)  0.043
H (1.237, 1.263, -1.907)  0.113
H (1.740, 1.010, -4.305)  0.116
H (-2.255, -0.380, -4.995)  0.113
H (-2.758, -0.119, -2.600)  0.110
Se (3.351, -1.831, 1.575)  -0.148
Sb (1.730, -3.500, 0.965)  -0.312
Se (0.482, -2.299, -1.040)  0.136
Se (-0.464, -3.186, 1.993)  -0.112
Se (2.439, -5.655, 0.275)  -0.214

Here is a structure of composition C13H10Cl5GaN in a non-equilibrium geometry from OMol25. Energies are from ωB97M-V/def2-TZVPD.

Properties
HOMO-LUMO gap (spin up / spin down)   3.921 / 3.919 eV
DFT total energy   -4781.6201 a.u.
HOMO (spin up / spin down)   -3.115 / -3.116 eV
Energy above the lowest of the compared OMol25 structures with the same formula, charge and spin   143.0 kcal per mole
Spin multiplicity   1
Charge   -1

Each line ends with the Löwdin charge.
Element x y z (Å)
C (-0.441, 1.308, -3.740)  -0.195
C (0.946, 1.626, -3.576)  -0.208
C (1.152, 1.969, -2.212)  -0.245
C (-0.093, 1.878, -1.548)  -0.256
C (-1.066, 1.422, -2.454)  -0.234
Ga (-1.045, -1.118, -0.324)  0.604
N (-3.249, -0.108, -0.125)  -0.172
C (0.600, -1.941, -1.141)  -0.289
C (1.923, -1.616, -0.755)  -0.005
H (2.097, 2.255, -1.778)  0.042
H (1.705, 1.579, -4.354)  0.049
H (-0.272, 2.124, -0.514)  0.058
H (-2.094, 1.203, -2.235)  0.031
H (-0.920, 1.003, -4.663)  0.049
H (2.502, -0.982, -1.436)  0.075
H (0.436, -2.980, -1.426)  0.087
H (-3.883, -0.922, -0.240)  -0.215
H (2.468, -2.121, 0.051)  0.074
H (0.346, -1.236, -2.001)  0.064
Cl (-1.823, -2.804, 1.923)  0.663
C (-0.982, -1.376, 2.474)  -0.693
C (-0.321, -0.642, 1.493)  -0.302
C (0.698, 0.231, 1.921)  -0.645
Cl (1.948, 0.694, 0.820)  0.776
C (0.751, 0.662, 3.262)  -0.708
Cl (1.827, 1.911, 3.732)  0.670
C (-0.114, 0.078, 4.220)  -0.710
Cl (-0.100, 0.610, 5.844)  0.668
C (-0.972, -0.982, 3.829)  -0.704
Cl (-2.026, -1.723, 4.954)  0.671

Here is a structure of composition C13H10Cl5NTc in a non-equilibrium geometry from OMol25. Energies are from ωB97M-V/def2-TZVPD.

Properties
HOMO-LUMO gap (spin up / spin down)   7.893 / 7.642 eV
DFT total energy   -2937.7231 a.u.
HOMO (spin up / spin down)   -7.391 / -8.439 eV
Energy above the lowest of the compared OMol25 structures with the same formula, charge and spin   2.3 kcal per mole
Spin multiplicity   4
Expectation value of S²   3.771

Each line ends with the Löwdin charge.
Element x y z (Å)
C (2.081, 1.833, -1.235)  -0.180
C (1.023, 1.615, -2.172)  -0.201
C (0.858, 0.206, -2.329)  -0.269
C (1.823, -0.456, -1.493)  -0.196
C (2.577, 0.554, -0.807)  -0.169
Tc (0.421, 0.733, -0.279)  1.392
N (0.711, 2.039, 0.985)  -0.283
C (-0.489, 2.657, 0.321)  -0.390
C (-1.236, 1.741, -0.632)  -0.277
H (0.157, -0.253, -3.011)  0.057
H (0.463, 2.378, -2.702)  0.120
H (1.965, -1.526, -1.385)  0.115
H (3.380, 0.393, -0.103)  0.110
H (2.476, 2.802, -0.940)  0.121
H (-1.409, 2.237, -1.582)  0.054
H (-1.171, 2.948, 1.142)  0.106
H (1.115, 2.471, 1.802)  0.060
H (-2.159, 1.400, -0.162)  0.068
H (-0.204, 3.608, -0.159)  0.099
Cl (0.055, 0.088, 2.946)  0.701
C (-0.563, -1.198, 1.995)  -0.718
C (-0.489, -1.101, 0.606)  -0.260
C (-0.994, -2.144, -0.166)  -0.704
Cl (-1.174, -1.958, -1.861)  0.730
C (-1.420, -3.354, 0.429)  -0.721
Cl (-1.800, -4.698, -0.550)  0.686
C (-1.506, -3.441, 1.834)  -0.717
Cl (-2.075, -4.867, 2.570)  0.694
C (-1.115, -2.331, 2.621)  -0.715
Cl (-1.303, -2.377, 4.318)  0.683

Here is a structure of composition C13H10F5GaN in a non-equilibrium geometry from OMol25. Energies are from ωB97M-V/def2-TZVPD.

Properties
HOMO-LUMO gap   6.545 eV
DFT total energy   -2980.1374 a.u.
HOMO   -3.561 eV
Energy above the lowest of the compared OMol25 structures with the same formula, charge and spin   45.0 kcal per mole
Spin multiplicity   1
Charge   -1

Each line ends with the Löwdin charge.
Element x y z (Å)
C (2.226, -0.402, -2.196)  -0.184
C (1.572, 0.833, -2.561)  -0.217
C (0.148, 0.602, -2.600)  -0.194
C (-0.088, -0.780, -2.246)  -0.215
C (1.205, -1.408, -2.002)  -0.189
Ga (0.694, 0.178, -0.175)  0.383
N (1.963, -0.200, 1.139)  -0.089
C (2.004, 1.253, 1.369)  -0.438
C (1.533, 2.101, 0.133)  -0.166
H (-0.620, 1.312, -2.969)  0.095
H (2.089, 1.775, -2.866)  0.097
H (-1.048, -1.316, -2.370)  0.104
H (1.387, -2.498, -1.864)  0.100
H (3.329, -0.583, -2.170)  0.098
H (2.326, 2.570, -0.508)  0.039
H (3.047, 1.564, 1.526)  0.071
H (2.182, -1.137, 1.554)  0.057
H (0.710, 2.886, 0.193)  0.039
H (1.403, 1.698, 2.202)  0.080
F (-1.436, 1.929, 1.284)  0.056
C (-1.794, 0.619, 1.284)  -0.196
C (-0.959, -0.302, 0.609)  -0.027
C (-1.403, -1.645, 0.719)  -0.200
F (-0.633, -2.622, 0.156)  0.052
C (-2.539, -2.072, 1.410)  -0.114
F (-2.920, -3.393, 1.474)  0.062
C (-3.299, -1.072, 2.071)  -0.127
F (-4.440, -1.433, 2.712)  0.072
C (-2.942, 0.295, 2.020)  -0.111
F (-3.697, 1.249, 2.674)  0.060

Here is the ion C13H10F5O6 with charge -1 in a non-equilibrium geometry from OMol25. Energies are from ωB97M-V/def2-TZVPD.

Properties
HOMO-LUMO gap   6.908 eV
DFT total energy   -1452.0432 a.u.
HOMO   -3.953 eV
Energy above the lowest of the compared OMol25 structures with the same formula, charge and spin   24.0 kcal per mole
Spin multiplicity   1
Charge   -1

Each line ends with the Löwdin charge.
Element x y z (Å)
F (-2.468, -0.742, 1.128)  0.139
C (-1.318, -1.381, 1.385)  -0.087
C (-1.264, -2.651, 1.784)  -0.120
F (-2.373, -3.413, 1.887)  0.085
C (0.011, -3.326, 2.120)  -0.256
O (0.081, -4.546, 2.344)  0.069
C (1.205, -2.458, 2.033)  -0.127
F (2.371, -3.043, 2.374)  0.083
C (1.139, -1.174, 1.649)  -0.072
F (2.210, -0.378, 1.681)  0.140
C (-0.147, -0.439, 1.361)  -0.419
O (-0.300, 0.766, 1.864)  0.027
C (-2.766, -1.565, -3.125)  -0.080
C (-1.405, -1.667, -2.513)  -0.233
O (-1.354, -0.621, -1.531)  0.005
C (-0.156, -0.577, -0.925)  -0.423
C (-0.183, 0.477, 0.241)  -0.356
F (-1.205, 1.356, -0.201)  0.052
C (1.088, 1.371, -0.035)  -0.362
O (2.075, 0.921, -0.602)  0.102
O (0.937, 2.652, 0.314)  0.014
C (2.155, 3.484, 0.220)  -0.191
C (1.743, 4.880, 0.600)  -0.081
O (0.742, -1.347, -1.132)  0.133
H (-2.893, -2.333, -3.887)  0.070
H (-3.542, -1.713, -2.369)  0.081
H (-2.905, -0.589, -3.597)  0.079
H (-1.256, -2.632, -2.017)  0.128
H (-0.606, -1.507, -3.245)  0.127
H (2.881, 3.061, 0.922)  0.128
H (2.551, 3.424, -0.801)  0.121
H (2.633, 5.496, 0.702)  0.069
H (1.115, 5.320, -0.175)  0.076
H (1.204, 4.895, 1.547)  0.081

Here is a structure of composition C13H10FN3O3Tl from OMol25. Energies are from ωB97M-V/def2-TZVPD.

Properties
HOMO-LUMO gap   4.662 eV
DFT total energy   -1163.6454 a.u.
HOMO   -3.020 eV
Energy above the lowest of the compared OMol25 structures with the same formula, charge and spin   16.3 kcal per mole
Spin multiplicity   1
Charge   -1

Each line ends with the Löwdin charge.
Element x y z (Å)
Tl (-0.216, -0.058, -1.010)  0.901
F (0.119, 5.223, -2.923)  -0.006
C (0.740, 4.108, -2.414)  -0.319
C (0.988, 3.030, -3.233)  -0.047
C (1.597, 1.896, -2.713)  -0.123
C (1.972, 1.785, -1.341)  -0.505
C (2.433, 0.568, -0.780)  -0.191
C (1.716, 2.949, -0.562)  -0.089
C (1.103, 4.078, -1.084)  -0.051
H (0.711, 3.082, -4.280)  0.111
H (1.802, 1.056, -3.371)  0.106
H (2.811, 0.557, 0.238)  0.016
H (2.783, -0.229, -1.430)  0.022
H (2.019, 2.946, 0.481)  0.097
H (0.918, 4.949, -0.465)  0.106
O (-0.100, -3.696, -3.398)  -0.017
N (-0.112, -2.630, -2.787)  -0.623
O (-0.790, -1.652, -3.191)  -0.177
O (0.560, -2.493, -1.719)  -0.187
N (-3.615, -3.291, 5.631)  0.154
C (-2.989, -2.904, 4.751)  -0.175
C (-2.202, -2.415, 3.643)  -0.229
C (-2.343, -2.970, 2.380)  -0.003
C (-1.580, -2.450, 1.346)  -0.120
N (-0.727, -1.444, 1.510)  0.007
C (-0.587, -0.929, 2.725)  -0.119
C (-1.302, -1.375, 3.825)  -0.011
H (-3.029, -3.789, 2.210)  0.120
H (-1.646, -2.855, 0.341)  0.116
H (0.128, -0.117, 2.817)  0.118
H (-1.163, -0.931, 4.802)  0.117